Here is C3H8N4O in the gas phase in a non-equilibrium geometry from the OMol25 dataset. Energies are from ωB97M-V with the def2-TZVPD basis set.

Last column: Löwdin charge in e.
Cartesian coordinates (Å):
C  -1.74259  0.27749  3.16068  -0.04
N  -1.55307  0.19250  1.92154  -0.02
N  -0.35612  0.26671  1.34808  0.03
C  -0.24960  0.35039  0.01126  -0.51
O  -1.11531  0.66872  -0.79512  0.06
N  1.06279  0.12645  -0.45006  -0.01
N  1.35913  0.24065  -1.79843  -0.13
C  0.90978  -0.91382  -2.52141  -0.13
H  -0.98282  0.48077  3.89231  0.06
H  -2.78723  0.17939  3.46938  0.07
H  0.43624  0.17835  1.92497  0.13
H  1.77356  0.49910  0.12925  0.11
H  0.87568  1.08554  -2.14234  0.12
H  1.41247  -1.80232  -2.16449  0.07
H  -0.18079  -1.05803  -2.40590  0.08
H  1.13788  -0.77190  -3.57970  0.08

## Properties
gap between HOMO and LUMO	0.3754	Eh
LUMO level	0.748	eV
SMILES	C=NNC(=O)NNC